Here is C6H8CeO6 as an isolated structure in a non-equilibrium geometry from OMol25. Energies are from wB97M-V/def2-TZVPD.

Results
2S+1	2
LUMO (alpha / beta)	-14.99 / -14.32	eV
DFT total energy	-1158.78556	Ha
relative energy (zero: lowest compared OMol25 entry of this formula, charge and spin)	0.0	kJ/mol
net charge	+3

Cartesian coordinates (Å):
1 O 0.813 -0.682 -3.762
2 C 0.159 -0.726 -2.689
3 O 0.709 -1.355 -1.704
4 O -1.004 -0.146 -2.654
5 C -1.594 0.237 -1.395
6 C -0.695 1.129 -0.599
7 C -0.852 1.283 0.718
8 C 0.277 1.631 1.628
9 Ce 2.080 -2.615 -3.684
10 H -1.857 -0.673 -0.841
11 H -2.510 0.762 -1.689
12 H 0.084 1.691 -1.123
13 H -1.781 0.965 1.201
14 H -0.092 1.834 2.640
15 H 0.850 2.493 1.267
16 O 1.254 0.586 1.887
17 C 1.060 -0.625 2.256
18 O 1.370 -1.517 1.416
19 H 0.370 -1.879 3.566
20 O 0.317 -0.946 3.258
21 H 1.041 -1.447 0.303